# 1
Entry from OMol25: a structure of composition C28H55O2Si4TbTe in a non-equilibrium geometry (ωB97M-V/def2-TZVPD).

The relative energy (zero: lowest compared OMol25 entry of this formula, charge and spin) is 0.000 eV. The HOMO energy (spin up / spin down) comes out at -6.3020 / -6.3185 eV. The frontier orbital gap (spin up / spin down) is 6.45 / 6.47 eV.

```
! RIJCOSX wB97M-V def2-TZVPD def2/J DEFGRID3
* xyz 0 7
O 0.346 -0.239 -6.190
C 0.393 1.019 -6.982
C 0.373 0.344 -8.337
H 1.320 1.553 -6.745
H -0.472 1.665 -6.789
C 0.384 -0.939 -7.474
H 1.274 0.517 -8.924
H -0.548 0.470 -8.907
C 1.665 -1.733 -7.654
H 2.541 -1.110 -7.436
H 1.719 -2.058 -8.704
H 1.661 -2.623 -7.012
C -0.856 -1.784 -7.651
H -1.747 -1.186 -7.437
H -0.821 -2.651 -6.984
H -0.893 -2.131 -8.689
Tb -0.281 -0.683 -1.418
C -2.420 -1.318 -0.032
C -2.385 0.112 0.061
C -2.604 0.647 -1.240
H -2.225 0.691 0.973
C -2.803 -0.455 -2.139
C -2.681 -1.661 -1.389
H -2.856 -2.666 -1.781
H -2.349 -2.011 0.808
H -2.693 1.705 -1.495
H -3.106 -0.376 -3.183
C 1.130 -2.538 -0.277
C 0.073 -3.176 -1.009
C 0.289 -2.938 -2.408
H -0.715 -3.790 -0.574
C 1.507 -2.181 -2.543
C 2.000 -1.901 -1.225
H 2.892 -1.322 -0.978
H 1.268 -2.569 0.804
H -0.308 -3.346 -3.227
H 2.024 -1.977 -3.478
O 0.674 1.262 -2.770
C -0.250 0.781 -3.774
C -1.144 1.912 -4.213
H -0.788 -0.193 -3.576
H 0.399 0.540 -4.606
C -0.154 3.081 -4.082
H -2.025 2.015 -3.570
H -1.461 1.738 -5.244
C 0.890 2.692 -3.030
H -0.623 4.059 -3.896
H 0.358 3.109 -5.060
H 0.809 3.242 -2.079
H 1.900 2.793 -3.435
C 3.794 0.846 4.420
Si 2.121 1.350 5.113
C 2.029 0.685 6.880
C 1.967 3.225 5.207
Si 0.456 0.531 3.648
Te 0.932 0.951 1.240
Si 0.238 -1.717 4.335
C -0.427 -1.899 6.091
C -0.942 -2.563 3.143
C 1.941 -2.503 4.179
Si -1.478 1.557 4.533
C -1.475 1.659 6.419
C -1.592 3.294 3.820
C -2.971 0.543 3.994
H 4.559 1.496 4.871
H 3.836 0.965 3.332
H 4.040 -0.197 4.664
H 2.850 1.155 7.442
H 1.092 0.930 7.395
H 2.176 -0.403 6.931
H 1.981 3.680 4.209
H 1.059 3.561 5.724
H 2.837 3.604 5.767
H -1.431 -1.468 6.213
H -0.508 -2.978 6.294
H 0.224 -1.465 6.859
H -0.701 -2.331 2.096
H -0.852 -3.650 3.278
H -1.987 -2.280 3.326
H 2.423 -2.246 3.227
H 2.616 -2.212 4.996
H 1.809 -3.596 4.214
H -0.647 2.259 6.821
H -2.414 2.151 6.716
H -1.449 0.675 6.904
H -1.124 3.361 2.831
H -2.657 3.552 3.719
H -1.118 4.034 4.481
H -2.916 0.215 2.946
H -3.113 -0.346 4.622
H -3.858 1.183 4.103
*
```

---

# 2
Entry from OMol25: a cluster of 4 separate species, C28H56BBrNO13P3 in total in a non-equilibrium geometry (ωB97M-V/def2-TZVPD).

The HOMO energy comes out at -9.0693 eV. The SMILES is CC[C@H](Br)B(N=C=O)c1ccccc1.CCOP(=O)(OCC)OCC.CCOP(=O)(OCC)OCC.CCOP(=O)(OCC)OCC. The frontier orbital gap is 9.18 eV.

```
! RIJCOSX wB97M-V def2-TZVPD def2/J DEFGRID3
* xyz 0 1
C 3.171 -1.530 2.311
C 2.418 -2.443 1.292
C 1.721 -3.605 2.071
Br 2.996 -4.880 2.830
B 0.648 -4.232 1.091
N 0.945 -5.159 -0.011
C 1.125 -6.321 0.320
O 1.579 -7.336 0.692
C -0.854 -3.767 1.297
C -1.403 -2.781 0.477
C -2.702 -2.349 0.691
C -3.419 -2.944 1.722
C -2.886 -3.911 2.542
C -1.582 -4.342 2.331
H 3.293 -2.055 3.266
H 4.153 -1.259 1.907
H 2.601 -0.620 2.530
H 1.602 -1.842 0.864
H 3.092 -2.840 0.529
H 1.190 -3.132 2.904
H -0.777 -2.354 -0.306
H -3.130 -1.565 0.072
H -4.435 -2.589 1.890
H -3.464 -4.353 3.350
H -1.106 -5.092 2.961
C -3.728 5.408 1.319
C -3.196 4.651 0.117
O -1.832 4.277 0.274
P -1.404 2.877 1.032
O -2.434 1.923 0.525
O -0.117 2.433 0.122
C -0.073 1.156 -0.511
C -0.539 1.253 -1.950
O -0.343 3.568 2.065
C -0.391 4.894 2.579
C -1.169 4.968 3.880
H -3.735 4.769 2.205
H -4.747 5.750 1.137
H -3.108 6.278 1.541
H -3.832 3.790 -0.093
H -3.238 5.297 -0.763
H -0.656 0.426 0.051
H 0.966 0.815 -0.489
H -1.501 1.762 -2.026
H -0.629 0.260 -2.394
H 0.173 1.835 -2.539
H -0.753 5.613 1.848
H 0.647 5.172 2.775
H -2.156 4.516 3.778
H -1.283 6.004 4.200
H -0.647 4.421 4.666
C -7.453 -5.766 -2.656
C -6.162 -5.191 -3.207
O -6.367 -3.953 -3.880
P -6.368 -2.519 -3.067
O -5.255 -2.717 -2.093
O -5.622 -1.583 -4.184
C -4.437 -0.855 -3.861
C -3.199 -1.627 -4.276
O -7.793 -1.989 -3.668
C -8.895 -2.790 -4.079
C -9.868 -3.039 -2.941
H -7.867 -5.116 -1.882
H -7.278 -6.749 -2.217
H -8.204 -5.870 -3.441
H -5.423 -5.101 -2.410
H -5.747 -5.878 -3.947
H -4.411 -0.606 -2.801
H -4.478 0.089 -4.409
H -3.216 -2.648 -3.893
H -2.298 -1.130 -3.915
H -3.146 -1.698 -5.364
H -8.585 -3.715 -4.558
H -9.404 -2.214 -4.856
H -9.357 -3.437 -2.063
H -10.646 -3.738 -3.249
H -10.345 -2.106 -2.638
C 9.537 2.574 3.404
C 8.054 2.735 3.130
O 7.798 3.235 1.823
P 7.675 2.228 0.523
O 6.917 1.076 1.096
O 6.487 2.975 -0.318
C 5.298 2.278 -0.688
C 4.189 2.532 0.314
O 8.747 3.035 -0.410
C 9.858 3.804 0.036
C 11.118 2.965 0.146
H 9.971 1.816 2.748
H 9.705 2.266 4.437
H 10.072 3.509 3.233
H 7.536 1.793 3.313
H 7.636 3.465 3.826
H 5.493 1.211 -0.800
H 4.995 2.649 -1.669
H 4.517 2.348 1.337
H 3.325 1.900 0.102
H 3.873 3.576 0.270
H 9.649 4.346 0.955
H 10.012 4.570 -0.728
H 10.949 2.073 0.750
H 11.928 3.547 0.588
H 11.437 2.627 -0.841
*
```